(1)
The following is a quantum chemistry calculation of a single C15H22N2O5S molecule, from OMol25.

Each line ends with the natural charge from an NBO analysis.
Atoms and positions in Å:
S -3.25 -1.42 -1.44  0.159
O 3.99 -2.37 0.10  -0.493
O 3.35 2.32 -0.50  -0.501
O -2.21 -0.43 1.50  -0.643
O -0.85 3.60 0.69  -0.656
O -4.30 0.31 1.11  -0.507
N -1.09 1.47 -0.04  -0.651
N 0.97 2.26 0.67  -0.644
C 3.18 -1.29 0.30  0.309
C -1.66 -2.17 -0.99  -0.741
C -0.37 2.51 0.47  0.797
C 2.94 1.09 -0.06  0.289
C 1.95 -1.32 0.93  -0.319
C -2.98 0.32 0.95  0.821
C -2.73 0.19 -2.16  -0.521
C -2.53 1.46 0.04  -0.168
C -4.83 -0.75 1.89  -0.264
C 1.68 1.06 0.55  0.139
C 3.57 -3.62 0.59  -0.251
C 4.63 2.43 -1.07  -0.251
C 1.22 -0.15 1.07  -0.244
C -3.19 1.39 -1.34  -0.404
C 3.68 -0.07 -0.18  -0.334
H -3.19 0.23 -3.15  0.229
H -2.82 2.41 0.51  0.272
H -1.65 0.17 -2.26  0.221
H 3.44 -3.60 1.67  0.177
H -2.94 2.29 -1.89  0.224
H -1.84 -3.23 -0.88  0.230
H 4.36 -4.32 0.32  0.200
H 4.71 1.84 -1.99  0.179
H 2.63 -3.93 0.11  0.175
H -4.78 -1.68 1.31  0.194
H -1.31 -1.76 -0.04  0.230
H 1.54 3.09 0.74  0.420
H -0.94 -2.00 -1.78  0.216
H 4.65 -0.09 -0.65  0.231
H 4.75 3.49 -1.31  0.203
H -4.27 1.35 -1.21  0.223
H -5.86 -0.49 2.11  0.197
H -0.65 0.56 -0.08  0.411
H -4.25 -0.88 2.81  0.199
H 0.28 -0.18 1.61  0.245
H 5.41 2.13 -0.37  0.180
H 1.55 -2.23 1.34  0.222

* energy: -1468.7034 Ha
* LUMO energy: 0.66 eV
* total charge: 0
* gap between HOMO and LUMO: 0.317 Eh
* HOMO level: -0.2921 hartree

(2)
The following is a quantum chemistry calculation of a single Br2H2N2O2S molecule, from OMol25.

Each line ends with the natural charge from an NBO analysis.
Atoms and positions in Å:
Br 1.57 -0.68 0.68  0.340
Br 3.22 1.75 0.46  0.262
S -0.81 -0.82 -0.44  1.936
O -0.71 -0.90 -1.88  -0.860
O -1.17 -1.84 0.50  -0.887
N 3.21 -0.02 0.26  -0.576
N -1.91 0.51 -0.05  -0.989
H -1.95 0.67 0.97  0.393
H -1.45 1.32 -0.50  0.380

* energy: -5807.2272 Ha
* LUMO energy (spin up / spin down): -1.81 / -1.83 eV
* total charge: 0
* gap between HOMO and LUMO (spin up / spin down): 0.295 / 0.255 Eh
* HOMO level (spin up / spin down): -0.3617 / -0.3223 hartree

(3)
The following is a quantum chemistry calculation of 2 unconnected molecules or ions with the total composition H2N2O3, from OMol25.

Each line ends with the natural charge from an NBO analysis.
Atoms and positions in Å:
O -1.17 0.11 -0.68  -0.590
O 2.58 0.59 0.18  -0.954
O -3.27 0.12 0.01  -0.627
N -2.08 0.64 0.15  0.223
N 1.60 -0.42 -0.11  -0.651
H 1.62 -1.12 0.70  0.242
H 0.73 0.07 -0.25  0.357

* energy: -336.1815 Ha
* LUMO energy: 7.59 eV
* total charge: -2
* gap between HOMO and LUMO: 0.176 Eh
* HOMO level: 0.1031 hartree

(4)
The following is a quantum chemistry calculation of 6 unconnected molecules or ions with the total composition C26H24Cl17F8IN2O2, from OMol25.

Each line ends with the Mulliken charge.
Atoms and positions in Å:
I -4.52 -1.04 -5.36  0.074
Cl 0.90 -2.87 -1.44  -0.160
Cl 2.88 -0.75 6.91  -0.093
Cl -2.30 -2.66 6.57  -0.122
Cl 0.92 5.57 1.58  -0.138
Cl 4.97 2.00 4.09  -0.096
Cl 0.85 -2.36 8.22  -0.060
Cl 2.01 -0.08 9.60  -0.129
Cl -4.28 0.40 10.37  -0.119
Cl -6.01 -0.86 8.40  -0.127
Cl 0.17 2.98 0.47  0.127
Cl -0.50 -0.55 5.70  -0.071
Cl 0.01 3.44 3.34  -0.102
Cl -2.22 -3.15 1.20  -0.240
Cl -2.05 -2.05 3.74  -0.124
Cl 6.64 0.92 1.98  -0.126
Cl 4.70 3.00 1.38  -0.046
Cl -3.35 0.05 7.63  -0.066
F -0.97 -5.84 -1.90  -0.221
F -4.26 3.61 -5.12  -0.276
F -3.09 -6.45 -3.81  -0.290
F -3.56 2.83 -3.16  -0.246
F -3.39 1.61 -6.23  -0.270
F 0.01 -4.93 -3.85  -0.201
F -1.38 2.40 -5.86  -0.278
F -2.29 4.23 -4.40  -0.222
O 1.21 3.64 -2.38  -0.493
O 3.87 1.60 -2.49  -0.371
N 0.35 0.17 -1.25  0.597
N -0.48 2.27 -3.26  -0.417
C -2.03 -1.38 5.38  -0.123
C -1.36 -1.33 -2.16  -0.071
C -2.86 -0.52 -4.09  -0.437
C -4.76 0.36 8.67  -0.017
C -0.86 -2.41 -1.13  -0.040
C 2.42 3.44 -3.18  -0.609
C -2.87 -3.91 -4.28  -0.304
C -0.16 4.17 1.74  -0.081
C -3.27 -2.95 -3.05  -1.786
C 3.65 3.01 -2.28  -0.157
C -1.09 1.02 -3.19  -0.255
C 5.82 2.36 2.59  -0.071
C 0.51 2.44 -2.38  0.285
C -2.35 -5.28 -3.74  0.034
C -1.10 -1.92 0.39  0.173
C -0.66 0.02 -2.21  0.456
C -2.51 1.89 -5.21  0.796
C 0.90 1.38 -1.41  -1.432
C -2.19 0.77 -4.20  0.348
C 4.75 1.07 -1.49  0.346
C 2.31 -1.39 8.45  -0.049
C -3.15 3.15 -4.42  0.711
C 4.78 -0.50 -1.49  -0.948
C -1.09 -5.35 -3.18  0.311
C 0.22 -1.86 1.24  -0.713
C -2.47 -1.59 -3.07  0.727
H 5.14 -0.85 -0.48  0.271
H 3.08 -2.03 8.86  0.336
H 4.43 1.47 -0.48  -0.292
H 2.66 4.32 -3.83  0.399
H 1.76 1.62 -0.72  1.083
H 4.57 3.58 -2.61  0.433
H 3.42 3.23 -1.20  0.012
H -2.83 -0.66 5.46  0.359
H 6.57 3.12 2.79  0.341
H -0.10 -1.62 2.30  0.124
H 3.72 -0.89 -1.61  0.133
H -4.38 -2.77 -3.06  0.666
H -3.85 -4.13 -4.80  0.369
H -1.68 -0.95 0.38  0.355
H 0.72 -2.87 1.32  0.364
H -3.07 -3.55 -2.12  0.375
H 5.82 1.43 -1.64  0.371
H -5.16 1.33 8.40  0.302
H -1.18 4.52 1.63  0.320
H -1.41 -3.37 -1.22  -0.273
H -2.19 -3.42 -5.02  0.465
H 0.92 -1.05 0.94  0.059
H 5.46 -0.93 -2.27  0.319
H 2.20 2.58 -3.87  0.320

* energy: -10184.7559 Ha
* LUMO energy: -1.25 eV
* total charge: 0
* gap between HOMO and LUMO: 0.277 Eh
* HOMO level: -0.3232 hartree

(5)
The following is a quantum chemistry calculation of 14 unconnected molecules or ions with the total composition C67H174N14O17, from OMol25.

Each line ends with the Mulliken charge.
Atoms and positions in Å:
O -27.41 -27.51 -6.40  -0.481
O -20.15 -34.27 -11.05  -0.454
O -26.56 -35.97 -8.77  -0.359
O -21.47 -27.19 -12.65  -0.138
O -15.07 -34.51 -10.30  -0.199
O -23.11 -35.29 -14.27  -0.428
O -21.91 -24.14 -4.53  -0.501
O -27.17 -31.22 -12.49  -0.403
O -21.88 -31.44 -3.22  -0.549
O -24.39 -23.99 -9.37  0.647
O -25.97 -19.68 -8.66  -0.409
O -18.31 -31.32 -7.52  -0.554
O -23.23 -32.98 -6.52  -0.235
O -22.75 -26.84 -8.75  1.608
O -19.71 -22.25 -9.14  1.931
O -18.48 -27.41 -6.71  -0.516
O -18.13 -27.44 -1.30  -0.271
N -23.42 -33.00 -16.18  -0.832
N -28.94 -28.92 -11.96  -0.692
N -24.17 -25.69 -11.81  1.113
N -22.56 -28.53 -3.13  -0.720
N -27.54 -29.49 -9.47  -0.534
N -18.44 -22.02 -9.73  -0.791
N -19.89 -27.14 -4.05  1.163
N -24.85 -28.43 -10.26  0.978
N -22.64 -36.64 -6.13  -0.749
N -17.38 -33.81 -12.20  -0.352
N -27.19 -32.41 -9.91  0.204
N -23.03 -21.59 -9.73  -0.545
N -15.77 -32.61 -5.19  -0.822
N -19.10 -22.40 -6.28  -0.609
C -27.79 -27.61 -13.64  -1.597
C -22.93 -32.37 -3.34  -0.137
C -23.74 -29.01 -9.52  2.721
C -16.42 -23.04 -10.47  -1.321
C -18.48 -28.41 -5.69  0.702
C -16.29 -31.83 -6.29  1.213
C -19.77 -26.26 -2.82  -0.619
C -18.51 -27.88 -8.01  0.806
C -22.71 -25.35 -4.63  0.030
C -18.53 -34.53 -12.75  -0.986
C -22.70 -27.07 -13.38  -0.165
C -18.13 -24.49 -9.68  -1.081
C -15.94 -21.59 -10.90  -0.916
C -22.92 -31.47 -14.38  -1.540
C -23.65 -20.46 -9.10  1.245
C -19.78 -31.36 -7.55  0.284
C -25.61 -33.82 -10.70  0.333
C -18.45 -23.35 -11.91  -1.771
C -22.49 -28.10 -9.48  0.909
C -20.82 -35.15 -6.74  -0.961
C -25.04 -24.49 -11.62  -1.298
C -25.10 -20.35 -9.57  -0.177
C -17.38 -26.58 -0.42  -0.802
C -27.86 -32.12 -13.34  -1.090
C -23.47 -30.40 -10.18  -0.936
C -21.37 -33.64 -10.48  -0.383
C -26.95 -26.26 -5.91  -0.166
C -26.97 -34.60 -8.65  -0.336
C -21.63 -25.93 -8.84  -1.040
C -14.89 -34.07 -11.72  -0.619
C -24.27 -32.14 -7.02  0.151
C -23.35 -34.39 -6.81  -0.590
C -23.59 -34.00 -13.93  0.008
C -26.96 -27.82 -7.69  -0.240
C -27.09 -30.40 -7.25  -1.088
C -17.81 -31.96 -6.34  -0.519
C -21.09 -21.30 -5.92  -1.606
C -27.65 -29.21 -8.03  0.169
C -14.63 -35.86 -10.08  -0.830
C -16.51 -20.45 -10.11  -1.154
C -19.45 -26.93 -1.41  -0.892
C -18.64 -27.85 -4.25  -1.508
C -26.96 -33.80 -10.07  -0.016
C -28.11 -29.02 -13.14  0.205
C -17.92 -23.21 -10.48  2.114
C -22.77 -29.36 -4.32  0.451
C -24.80 -23.91 -8.03  -0.605
C -21.03 -23.82 -5.60  2.290
C -18.67 -20.02 -11.28  -1.799
C -21.75 -30.49 -4.25  1.236
C -22.71 -28.59 -5.65  1.102
C -23.62 -25.78 -13.20  -1.130
C -27.27 -36.80 -9.72  -0.663
C -20.27 -22.48 -5.46  -0.048
C -20.41 -26.30 -12.88  -1.021
C -19.98 -34.03 -12.37  0.144
C -27.36 -19.80 -9.15  -0.717
C -18.57 -19.70 -8.87  -1.569
C -16.11 -34.47 -12.53  -0.623
C -23.83 -36.27 -13.61  -0.711
C -15.50 -32.29 -7.49  -1.960
C -22.90 -19.17 -9.28  -1.699
C -18.07 -20.59 -10.00  1.372
C -22.87 -32.90 -14.81  0.758
C -25.48 -24.37 -10.17  -0.238
C -22.24 -35.26 -6.14  0.517
C -26.88 -29.89 -12.91  0.547
H -27.06 -36.51 -10.74  0.218
H -17.34 -25.19 -9.95  0.617
H -16.04 -21.58 -11.99  0.404
H -18.25 -31.47 -5.47  0.073
H -20.23 -32.98 -12.55  0.198
H -27.68 -34.22 -10.77  0.326
H -19.74 -20.24 -11.27  0.283
H -27.03 -31.99 -10.81  -0.272
H -23.17 -32.95 -2.45  0.382
H -27.80 -31.22 -7.18  0.315
H -13.57 -36.08 -10.26  0.333
H -23.86 -31.85 -3.55  0.185
H -17.98 -24.23 -8.63  0.435
H -18.41 -18.64 -9.07  0.496
H -23.81 -29.66 -4.19  0.207
H -27.17 -26.17 -4.85  0.312
H -23.00 -29.27 -6.44  -0.569
H -27.79 -33.16 -13.02  0.295
H -14.46 -31.96 -7.41  0.454
H -19.96 -22.30 -4.43  0.598
H -24.22 -32.17 -8.11  -0.117
H -18.51 -34.65 -13.84  0.483
H -23.30 -33.95 -16.49  0.266
H -26.91 -27.19 -13.15  -0.021
H -16.02 -30.79 -6.09  0.130
H -28.76 -29.43 -13.91  0.627
H -27.54 -27.72 -14.70  0.409
H -22.00 -19.16 -8.66  0.166
H -14.73 -33.00 -11.81  0.301
H -24.37 -31.01 -10.19  -0.104
H -26.57 -29.29 -9.64  -0.175
H -18.18 -32.98 -6.36  0.394
H -28.32 -36.77 -9.43  0.297
H -19.52 -28.29 -8.11  -0.385
H -27.70 -20.83 -9.20  0.232
H -23.41 -25.59 -11.15  -0.714
H -14.79 -32.36 -5.10  0.306
H -25.76 -23.44 -7.84  0.484
H -23.31 -25.51 -3.74  0.306
H -18.62 -21.51 -6.27  0.201
H -23.43 -22.50 -9.54  0.156
H -28.18 -32.34 -9.73  0.326
H -27.48 -19.33 -10.12  0.305
H -17.40 -33.99 -11.21  0.222
H -15.96 -23.21 -9.50  0.404
H -19.16 -25.36 -2.96  0.658
H -19.96 -26.49 -13.85  0.351
H -24.03 -23.53 -7.35  0.138
H -19.58 -26.37 -12.17  0.241
H -22.29 -27.24 -14.37  0.666
H -25.86 -26.25 -6.00  -0.232
H -18.44 -23.03 -5.83  0.253
H -18.48 -24.38 -12.28  0.489
H -16.26 -19.45 -10.46  0.412
H -14.87 -21.47 -10.75  0.386
H -21.71 -28.21 -5.87  -0.700
H -19.82 -26.23 -0.66  0.584
H -23.28 -27.97 -13.16  -0.341
H -20.31 -31.13 -6.62  -0.007
H -28.63 -26.93 -13.50  0.459
H -20.49 -20.39 -5.87  0.523
H -18.54 -35.57 -12.43  0.379
H -27.41 -25.49 -6.53  0.300
H -19.94 -26.58 -4.89  -1.292
H -16.09 -32.25 -4.30  0.258
H -21.92 -21.11 -5.24  0.453
H -24.73 -28.33 -11.26  -0.487
H -21.05 -25.92 -9.76  0.253
H -20.79 -34.62 -12.80  0.038
H -21.30 -33.96 -9.44  -0.510
H -17.99 -22.74 -12.68  0.288
H -27.99 -19.24 -8.45  0.289
H -19.52 -22.34 -8.21  -0.272
H -19.30 -29.10 -5.84  -0.455
H -17.25 -25.59 -0.87  0.304
H -17.77 -27.27 -3.94  0.719
H -24.85 -36.41 -13.96  0.378
H -23.54 -18.32 -9.04  0.434
H -25.04 -27.49 -9.94  -0.931
H -17.50 -28.89 -5.66  0.347
H -21.35 -21.40 -6.98  0.157
H -24.43 -23.62 -11.85  0.406
H -27.46 -32.12 -14.35  0.401
H -20.85 -35.31 -7.82  0.300
H -20.70 -25.72 -2.68  0.364
H -20.73 -30.12 -4.29  -0.401
H -25.49 -21.34 -9.83  -0.231
H -27.99 -34.63 -8.27  0.589
H -24.33 -31.13 -6.61  -0.161
H -18.59 -28.73 -3.61  0.497
H -23.44 -27.77 -5.64  -0.063
H -14.87 -36.17 -9.07  0.268
H -23.17 -34.52 -7.88  0.027
H -22.24 -34.23 -10.76  0.374
H -22.85 -30.99 -9.49  -0.199
H -19.60 -19.83 -8.54  -0.114
H -25.42 -34.89 -10.84  0.270
H -26.32 -29.93 -13.84  0.415
H -18.18 -20.55 -12.09  0.402
H -22.15 -34.95 -5.10  0.172
H -28.90 -31.82 -13.47  0.301
H -27.57 -30.49 -9.59  0.701
H -20.49 -34.14 -6.49  -0.222
H -23.53 -33.80 -12.86  -0.496
H -15.20 -36.49 -10.77  0.296
H -18.24 -27.07 -8.69  -0.461
H -25.52 -33.42 -11.70  0.143
H -21.90 -24.90 -8.60  -0.738
H -26.25 -34.18 -7.94  -0.481
H -20.12 -30.66 -8.31  -0.128
H -25.89 -27.98 -7.77  -0.170
H -29.46 -29.78 -12.02  0.350
H -26.94 -30.16 -6.19  0.622
H -25.19 -19.80 -10.51  0.510
H -19.06 -25.05 -9.84  -0.766
H -23.59 -36.83 -5.85  0.230
H -24.13 -29.13 -8.51  -1.382
H -16.39 -27.02 -0.34  0.264
H -25.88 -24.50 -12.31  0.617
H -21.67 -28.65 -9.00  -1.292
H -24.08 -35.97 -12.59  0.081
H -23.37 -25.30 -5.49  0.225
H -20.77 -25.27 -12.95  0.418
H -22.58 -33.04 -4.13  -0.237
H -17.79 -26.56 0.59  0.324
H -26.14 -30.67 -7.70  -0.186
H -18.42 -18.97 -11.42  0.480
H -22.26 -27.95 -10.53  -0.426
H -24.63 -33.94 -14.27  0.754
H -21.55 -32.57 -10.57  0.581
H -22.50 -29.09 -2.29  0.381
H -25.83 -25.36 -9.88  -0.438
H -26.26 -29.42 -12.14  -0.966
H -26.99 -37.85 -9.66  0.248
H -16.17 -20.44 -9.08  0.401
H -24.36 -25.64 -13.99  0.486
H -21.05 -26.25 -7.97  0.117
H -22.16 -37.24 -5.48  0.272
H -22.56 -18.99 -10.30  0.367
H -23.63 -20.62 -8.02  0.096
H -25.23 -32.56 -6.74  0.483
H -22.35 -30.92 -15.12  0.520
H -22.11 -21.74 -9.34  0.005
H -28.73 -29.20 -7.85  0.693
H -15.49 -33.38 -7.56  0.422
H -16.04 -23.64 -11.29  0.449
H -18.04 -19.84 -7.92  0.350
H -22.89 -32.36 -16.75  0.245
H -24.98 -24.93 -7.68  -0.380
H -15.88 -31.87 -8.42  0.299
H -21.62 -28.17 -3.14  -0.038
H -15.91 -34.32 -13.60  0.423
H -21.81 -31.04 -5.19  -0.862
H -20.12 -35.86 -6.31  0.475
H -23.04 -24.86 -13.30  0.387
H -22.43 -31.30 -13.41  0.182
H -24.37 -34.68 -6.56  0.527
H -20.03 -27.83 -1.23  0.187
H -21.81 -33.13 -14.90  0.265
H -23.04 -30.48 -11.18  0.542
H -23.91 -31.02 -14.40  0.266
H -27.28 -27.05 -8.40  0.506
H -21.61 -23.97 -6.51  -1.201
H -23.24 -37.16 -13.41  0.375
H -14.00 -34.53 -12.13  0.408
H -24.81 -33.50 -10.03  -0.818
H -20.37 -24.67 -5.44  -0.678
H -19.50 -23.06 -11.85  0.339
H -20.07 -32.36 -7.86  0.165
H -16.33 -35.54 -12.59  0.338
H -28.38 -29.03 -11.12  0.456
H -22.07 -26.21 -4.85  -0.155
H -17.78 -28.68 -8.13  0.234
H -26.33 -23.68 -10.20  0.437

* energy: -4702.2229 Ha
* LUMO energy: 0.58 eV
* total charge: 0
* gap between HOMO and LUMO: 0.310 Eh
* HOMO level: -0.2893 hartree

(6)
The following is a quantum chemistry calculation of 3 unconnected molecules or ions with the total composition C12H18FN2O3P2S2, from OMol25.

Each line ends with the natural charge from an NBO analysis.
Atoms and positions in Å:
S -1.43 0.09 -2.49  0.337
S -0.57 1.93 -2.74  -0.025
P -2.80 0.03 -4.15  0.135
P -4.45 -0.82 -2.91  2.121
F -0.20 -1.65 -4.10  -0.332
O -4.06 -0.89 -1.50  -1.070
O -5.62 0.17 -3.31  -0.981
O -4.88 -2.17 -3.63  -0.977
N 1.06 3.04 0.49  -0.469
N 0.60 -2.27 1.42  -0.453
C 0.46 -0.99 1.75  0.021
C 0.78 3.68 1.62  0.034
C 1.70 -1.25 3.77  -0.162
C 1.30 -3.04 2.25  0.039
C 2.28 2.51 0.37  0.029
C -0.15 -2.28 -1.80  -0.681
C 0.98 -0.43 2.91  -0.245
C 3.26 2.60 1.35  -0.250
C 2.95 3.28 2.52  -0.156
C 1.69 3.83 2.66  -0.252
C -0.06 -1.18 -2.83  0.149
C 1.86 -2.58 3.43  -0.248
H 2.41 -3.26 4.07  0.230
H 0.78 -2.86 -1.82  0.261
H 2.12 -0.85 4.68  0.226
H -0.21 4.11 1.70  0.201
H -0.11 -0.37 1.07  0.174
H -0.36 2.06 -1.41  0.202
H -1.01 -2.92 -2.01  0.235
H 3.69 3.37 3.31  0.229
H -0.29 -1.87 -0.80  0.269
H -4.63 -2.95 -3.10  0.533
H 1.41 4.37 3.56  0.232
H 4.23 2.16 1.19  0.231
H -6.03 0.57 -2.52  0.537
H 0.83 0.62 3.12  0.224
H 2.49 2.00 -0.56  0.186
H 0.85 -0.57 -2.77  0.212
H -2.30 -1.13 -4.76  0.053
H 1.40 -4.08 1.97  0.198

* energy: -2382.0651 Ha
* LUMO energy: -3.63 eV
* total charge: +1
* gap between HOMO and LUMO: 0.309 Eh
* HOMO level: -0.4422 hartree